The following is a DFT calculation (ωB97M-V/def2-TZVPD) of a molecular structure, C42H27IN12O2STa.

frontier orbital gap (spin up / spin down)	0.175 / 0.175	Eh
LUMO level (spin up / spin down)	-4.256 / -4.256	eV
HOMO level (spin up / spin down)	-9.02 / -9.02	eV
net charge	+1

Each line ends with the Mulliken charge.
Cartesian coordinates (Å):
Ta  -0.003  -0.187  -0.134  2.5583
C  -6.538  1.089  -0.715  -0.7181
C  -6.114  2.393  -1.073  -0.6832
C  -4.800  2.775  -0.970  -0.7002
C  -3.889  1.811  -0.510  0.5324
C  -2.480  1.848  -0.298  -0.2728
N  -2.015  0.630  0.129  0.0452
C  -3.134  -0.174  0.254  -0.1896
N  -3.180  -1.399  0.753  -0.4368
C  -2.154  -2.021  1.229  -0.0011
C  -2.260  -3.315  1.862  0.2847
C  -3.337  -4.180  2.044  -0.3004
C  -3.083  -5.356  2.719  -0.7324
C  -1.801  -5.662  3.217  -0.7099
C  -0.743  -4.795  3.054  -0.2357
C  -1.001  -3.616  2.354  -0.0534
C  -0.157  -2.495  2.031  0.2527
N  1.085  -2.424  2.482  -0.4958
C  1.727  -1.302  2.359  0.1395
N  1.290  -0.155  1.709  -0.6796
C  2.332  0.757  1.881  -0.1273
N  2.418  1.983  1.460  -0.4054
C  1.424  2.536  0.785  0.2441
N  0.289  1.951  0.330  0.1350
C  -0.518  3.012  -0.122  -0.0863
N  -1.765  2.961  -0.448  -0.3403
C  0.223  4.258  -0.073  0.1235
C  -0.115  5.564  -0.419  -0.4328
C  0.835  6.536  -0.180  -0.7101
C  2.076  6.230  0.407  -0.6906
C  2.396  4.937  0.771  -0.2812
C  1.442  3.959  0.505  0.0247
C  3.407  0.182  2.671  0.2447
C  4.621  0.714  3.091  -0.2601
C  5.446  -0.131  3.810  -0.6677
C  5.068  -1.451  4.102  -0.6795
C  3.855  -1.968  3.687  -0.3862
C  3.035  -1.114  2.959  0.1490
N  -0.827  -1.557  1.304  -0.3558
C  -4.305  0.528  -0.161  0.6170
C  -5.655  0.148  -0.251  -0.4444
H  -7.586  0.841  -0.808  0.4256
H  -6.852  3.100  -1.426  0.4283
H  -4.474  3.774  -1.224  0.5860
H  -4.322  -3.936  1.674  0.5925
H  -3.885  -6.064  2.875  0.4194
H  -1.655  -6.596  3.744  0.4189
H  0.241  -5.013  3.442  0.5928
H  -1.078  5.799  -0.849  0.5964
H  0.624  7.564  -0.441  0.4270
H  2.784  7.028  0.581  0.4227
H  3.337  4.688  1.237  0.6018
H  4.893  1.733  2.861  0.6017
H  6.405  0.227  4.160  0.4177
H  5.747  -2.075  4.668  0.4161
H  3.557  -2.982  3.912  0.5862
H  -5.974  -0.843  0.037  0.5766
N  4.320  -0.075  -2.335  -0.3951
C  3.028  -0.467  -2.294  0.6950
S  2.389  -0.598  -0.637  -0.4657
N  2.391  -0.726  -3.381  -1.5595
N  1.106  -1.084  -3.069  0.8952
C  0.444  -1.725  -3.934  -1.3508
C  -0.918  -2.121  -3.605  1.2813
C  -1.706  -2.639  -4.633  -0.8782
C  -3.005  -3.061  -4.417  -0.8529
C  -3.530  -3.000  -3.139  -0.8101
C  -2.771  -2.501  -2.087  0.1893
C  -1.480  -2.030  -2.315  0.5821
O  -0.802  -1.491  -1.250  -0.5070
H  4.860  -0.056  -1.489  0.2010
H  4.810  -0.185  -3.208  0.2612
H  0.858  -2.001  -4.906  0.3617
H  -1.274  -2.708  -5.623  0.4255
H  -3.596  -3.450  -5.234  0.4144
H  -4.533  -3.351  -2.941  0.4804
H  -3.181  -2.479  -1.094  0.2811
N  -2.128  0.943  -3.108  0.2651
C  -0.894  1.342  -2.860  0.2931
O  -0.237  0.985  -1.863  -0.0202
C  -0.292  2.363  -3.778  -1.6206
I  0.236  1.530  -5.663  0.1361
H  -2.575  0.229  -2.548  -0.1190
H  -2.593  1.248  -3.948  0.3228
H  0.613  2.752  -3.323  0.5063
H  -0.995  3.165  -3.987  0.6035